Model A:
The molecule C5H12N2. Source: OMol25; level of theory: the ωB97M-V functional and the def2-TZVPD basis.

Properties
2S+1 ... 1
Highest occupied orbital energy ... -0.290 Ha
SMILES string ... C[C@@H](N)C/C=C/N
Charge ... 0
Lowest unoccupied orbital energy ... 1.00 eV

Geometry as XYZ:
```
19
Properties=species:S:1:pos:R:3:nbo_charge:R:1
C 0.879 -0.411 1.880 -0.655
C -0.749 -0.089 1.407 -0.023
C -0.778 0.545 -0.001 -0.452
C -0.108 -0.431 -1.059 -0.319
C 0.805 0.042 -1.943 0.005
N 1.065 -0.615 -3.165 -0.837
N -1.282 0.806 2.518 -0.833
H 1.310 -1.235 1.142 0.213
H 1.607 0.442 1.998 0.208
H 0.776 -0.905 2.892 0.208
H -1.298 -1.067 1.533 0.192
H -0.205 1.560 0.114 0.195
H -1.850 0.913 -0.219 0.216
H -0.142 -1.523 -0.765 0.212
H 1.196 1.017 -1.594 0.193
H 0.206 -1.133 -3.574 0.401
H 1.651 -0.152 -3.864 0.389
H -1.459 1.676 2.048 0.338
H -0.567 1.135 3.122 0.349
```

Model B:
The molecule C5H12N2. Source: OMol25; level of theory: the ωB97M-V functional and the def2-TZVPD basis.

Properties
2S+1 ... 1
Highest occupied orbital energy ... -0.304 Ha
SMILES string ... C=C(N)C[C@@H](C)N
Charge ... 0
Lowest unoccupied orbital energy ... 0.97 eV

Geometry as XYZ:
```
19
Properties=species:S:1:pos:R:3:nbo_charge:R:1
C -1.401 -1.171 0.321 -0.633
C -1.058 0.013 -0.536 -0.057
C 0.102 0.881 -0.199 -0.444
C 1.335 -0.040 0.146 0.215
C 1.801 -0.109 1.410 -0.510
N 2.121 -0.402 -0.946 -0.831
N -2.251 0.888 -0.496 -0.891
H -1.523 -0.838 1.371 0.207
H -2.325 -1.753 0.263 0.227
H -0.495 -1.800 0.332 0.225
H -1.019 -0.313 -1.595 0.180
H 0.706 1.353 -0.946 0.218
H -0.028 1.462 0.730 0.231
H 2.833 -0.401 1.538 0.190
H 1.171 0.235 2.257 0.206
H 3.081 -0.692 -0.801 0.371
H 2.291 0.405 -1.537 0.354
H -2.183 1.815 -0.879 0.370
H -3.159 0.468 -0.433 0.372
```

From most stable to least stable, the computed energies give model B, model A.

Model A:
A cluster of 2 separate species, C5H12N2 in total. Source: OMol25; level of theory: the ωB97M-V functional and the def2-TZVPD basis.

Properties
2S+1 ... 1
Highest occupied orbital energy ... -0.230 Ha
Charge ... 0
Lowest unoccupied orbital energy ... -2.94 eV

Geometry as XYZ:
```
19
Properties=species:S:1:pos:R:3:nbo_charge:R:1
C 0.131 0.561 -2.385 -0.470
C 0.939 -1.263 1.968 -0.350
C -0.240 -0.969 1.254 0.070
C -1.146 -1.919 0.804 -0.235
C 0.609 1.279 0.747 -0.397
N -0.559 0.412 0.948 -0.611
N -0.396 1.736 -1.811 -0.676
H 0.097 -0.272 -1.735 0.186
H 1.218 0.727 -2.574 0.197
H 1.170 -2.302 2.161 0.197
H 1.524 -0.577 2.496 0.206
H -0.995 -2.935 0.975 0.196
H -2.154 -1.646 0.415 0.211
H 1.233 0.855 -0.006 0.180
H 1.193 1.331 1.692 0.173
H 0.321 2.244 0.473 0.239
H -1.244 0.536 0.141 0.392
H -0.312 0.265 -3.366 0.179
H -1.388 1.940 -2.197 0.309
```

Model B:
The molecule C5H12N2. Source: OMol25; level of theory: the ωB97M-V functional and the def2-TZVPD basis.

Properties
2S+1 ... 1
Highest occupied orbital energy ... -0.316 Ha
SMILES string ... [H]/N=C\[C@@H](C)N(C)C
Charge ... 0
Lowest unoccupied orbital energy ... 0.95 eV

Geometry as XYZ:
```
19
Properties=species:S:1:pos:R:3:nbo_charge:R:1
C -0.043 -0.708 0.354 -0.061
C 0.423 1.537 -0.493 -0.431
C -1.275 -0.084 -1.707 -0.434
C -0.966 -0.281 1.481 -0.660
N 0.220 0.114 -0.736 -0.442
C 1.667 -0.928 1.036 0.121
N 2.738 -0.939 0.349 -0.628
H -0.252 -1.740 0.054 0.205
H 2.527 -0.710 -0.631 0.347
H 1.730 -1.121 2.119 0.149
H 0.547 2.035 -1.459 0.206
H -0.407 2.031 0.020 0.169
H -0.877 -0.522 -2.621 0.210
H -1.717 0.895 -1.892 0.195
H -2.042 -0.725 -1.274 0.196
H 1.348 1.713 0.064 0.213
H -1.975 -0.661 1.300 0.210
H -0.624 -0.707 2.430 0.221
H -1.022 0.801 1.604 0.213
```

Model C:
The molecule C5H12N2. Source: OMol25; level of theory: the ωB97M-V functional and the def2-TZVPD basis.

Properties
2S+1 ... 1
Highest occupied orbital energy ... -0.289 Ha
SMILES string ... CN/C=C/CCN
Charge ... 0
Lowest unoccupied orbital energy ... 1.20 eV

Geometry as XYZ:
```
19
Properties=species:S:1:pos:R:3:nbo_charge:R:1
C 1.551 1.828 -0.242 -0.212
C 1.327 0.534 0.562 -0.432
C -0.137 0.259 0.796 -0.251
C -0.790 -0.757 0.255 -0.009
N -2.149 -1.031 0.481 -0.627
C -2.737 -2.107 -0.301 -0.404
N 2.587 1.616 -1.269 -0.836
H 0.623 2.065 -0.758 0.189
H 1.844 2.622 0.459 0.166
H 1.709 -0.283 -0.050 0.203
H 1.867 0.579 1.514 0.205
H -0.676 0.929 1.458 0.194
H -0.328 -1.434 -0.453 0.176
H -2.435 -1.077 1.447 0.373
H -2.581 -1.899 -1.354 0.196
H -2.248 -3.078 -0.115 0.164
H -3.782 -2.203 -0.032 0.204
H 3.280 0.957 -0.930 0.348
H 3.074 2.481 -1.467 0.354
```

From most stable to least stable, the computed energies give model C, model B, model A.

Model A:
A cluster of 2 separate species, C5H12N2 in total. Source: OMol25; level of theory: the ωB97M-V functional and the def2-TZVPD basis.

Properties
2S+1 ... 1
Highest occupied orbital energy (alpha / beta) ... -0.335 / -0.276 Ha
Charge ... 0
Lowest unoccupied orbital energy (alpha / beta) ... 0.13 / 0.09 eV

Geometry as XYZ:
```
19
Properties=species:S:1:pos:R:3:nbo_charge:R:1
C -0.415 -1.654 -2.020 -0.739
C 0.694 1.214 -0.399 -0.587
C -1.135 -0.875 -0.981 0.356
N -2.224 -0.867 -0.437 -0.664
H -2.944 -1.562 -0.683 0.348
H 0.496 -2.078 -1.597 0.247
H -0.120 -0.993 -2.837 0.246
H -1.049 -2.460 -2.414 0.217
H 0.592 2.295 -0.281 0.207
H -0.269 0.711 -0.779 0.215
H 1.473 0.985 -1.125 0.217
C -0.131 0.836 1.977 -0.635
C 0.903 0.456 0.917 -0.127
N 2.253 0.648 1.213 -0.433
H 2.338 1.152 2.101 0.299
H 0.693 -0.608 0.603 0.192
H -0.055 1.902 2.211 0.200
H -1.147 0.628 1.637 0.231
H 0.046 0.270 2.895 0.208
```

Model B:
The molecule C5H12N2. Source: OMol25; level of theory: the ωB97M-V functional and the def2-TZVPD basis.

Properties
2S+1 ... 1
Highest occupied orbital energy ... -0.296 Ha
Charge ... 0
Lowest unoccupied orbital energy ... -2.87 eV

Geometry as XYZ:
```
19
Properties=species:S:1:pos:R:3:nbo_charge:R:1
C 0.786 1.818 -0.030 -0.643
C 1.676 0.536 0.197 -0.422
C 0.916 -0.498 -0.718 -0.378
C -0.251 -1.029 0.158 -0.095
C -1.506 -0.195 0.103 -0.275
N -1.677 0.428 -1.203 -0.515
N 0.113 -1.214 1.523 -0.486
H 1.346 2.740 -0.256 0.210
H 0.169 2.030 0.842 0.195
H 0.080 1.570 -0.847 0.240
H 1.718 0.179 1.220 0.239
H 2.661 0.638 -0.245 0.199
H 0.452 -0.141 -1.617 0.233
H 1.548 -1.359 -0.978 0.203
H -1.330 0.590 0.867 0.244
H -2.333 -0.824 0.510 0.195
H -2.522 0.333 -1.667 0.331
H -0.560 -1.969 -0.326 0.188
H -0.004 -2.078 1.998 0.337
```

From most stable to least stable, the computed energies give model A, model B.

Model A:
The molecule C5H12N2. Source: OMol25; level of theory: the ωB97M-V functional and the def2-TZVPD basis.

Properties
2S+1 ... 1
Highest occupied orbital energy ... -0.298 Ha
SMILES string ... C=C(N)C[C@@H](C)N
Charge ... 0
Lowest unoccupied orbital energy ... 1.01 eV

Geometry as XYZ:
```
19
Properties=species:S:1:pos:R:3:nbo_charge:R:1
C 1.537 -1.040 0.156 -0.641
C 1.062 0.379 0.492 -0.043
C -0.169 0.768 -0.349 -0.442
C -1.317 -0.182 -0.290 0.202
C -1.830 -0.766 -1.379 -0.529
N -1.790 -0.452 0.984 -0.820
N 2.053 1.424 0.243 -0.821
H 1.282 -1.288 -0.884 0.213
H 2.629 -1.088 0.167 0.209
H 1.108 -1.800 0.798 0.214
H 0.777 0.440 1.545 0.173
H -0.496 1.757 0.010 0.229
H 0.188 0.855 -1.379 0.208
H -2.592 -1.533 -1.327 0.192
H -1.502 -0.439 -2.351 0.200
H -2.461 -1.202 1.063 0.381
H -1.125 -0.407 1.736 0.373
H 2.364 1.338 -0.722 0.347
H 2.873 1.267 0.822 0.354
```

Model B:
The molecule C5H12N2. Source: OMol25; level of theory: the ωB97M-V functional and the def2-TZVPD basis.

Properties
2S+1 ... 1
Highest occupied orbital energy (alpha / beta) ... -0.251 / -0.251 Ha
Charge ... 0
Lowest unoccupied orbital energy (alpha / beta) ... 0.95 / 0.95 eV

Geometry as XYZ:
```
19
Properties=species:S:1:pos:R:3:nbo_charge:R:1
C 0.509 -0.587 -0.394 0.103
C 1.579 -0.236 -1.393 -0.674
C -2.020 -0.426 -1.271 -0.613
C 0.616 1.506 2.594 -0.450
C -0.725 -1.389 -0.849 -0.432
N 0.417 0.181 0.759 -0.211
N 1.132 1.134 1.264 -0.375
H 2.518 -0.685 -0.919 0.234
H 1.579 0.873 -1.444 0.234
H 1.414 -0.658 -2.377 0.217
H -2.830 -0.942 -1.786 0.213
H -1.568 0.343 -1.940 0.207
H -2.419 0.115 -0.369 0.200
H 0.966 0.670 3.218 0.190
H 1.044 2.482 2.799 0.218
H -0.448 1.537 2.525 0.161
H -0.178 -1.962 -1.606 0.224
H -1.133 -1.961 -0.056 0.204
H -0.451 0.007 1.247 0.350
```

From most stable to least stable, the computed energies give model A, model B.